DFT (ωB97M-V/def2-TZVPD) results for an isolated ion of composition C5H11N3 and charge +2.

Geometry (Å):
C: 2.333 -0.927 0.800
C: -0.271 0.302 -0.304
C: -1.268 1.291 0.200
C: 0.504 0.489 -1.477
C: -1.226 -1.669 0.467
N: 1.014 -1.446 0.860
N: 2.697 0.230 0.949
N: -0.084 -0.871 0.437
H: 3.227 -1.657 0.768
H: -1.571 2.060 -0.426
H: -0.769 1.800 1.013
H: -2.084 0.775 0.885
H: 1.371 -0.119 -1.481
H: -0.157 0.319 -2.304
H: 0.675 1.555 -1.622
H: -1.317 -1.927 1.494
H: -2.144 -1.277 0.045
H: -1.014 -2.619 -0.015
H: 3.638 0.654 1.109

Calculated values
Energy above the lowest of the compared OMol25 structures with the same formula, charge and spin = 200.4 kcal per mole
Net charge = +2
E_LUMO (spin up / spin down) = -12.54 / -12.54 eV

Atom charges from the Mulliken analysis, given in e for atoms 1 to 8: -0.16 0.62 -1.17 -1.07 -0.80 -0.43 -0.27 0.86

---

DFT (ωB97M-V/def2-TZVPD) results for one molecule with the formula H2N2P2S3.

Geometry (Å):
N: -0.369 -1.701 0.478
N: 1.062 2.515 0.175
P: -0.042 -0.891 -0.971
P: -0.162 2.078 0.865
S: -0.392 -2.055 -2.496
S: -1.186 0.856 -0.751
S: -0.963 -0.985 1.807
H: 0.101 -2.626 0.492
H: 1.950 2.808 0.402

Calculated values
Energy above the lowest of the compared OMol25 structures with the same formula, charge and spin = 33.8 kcal per mole
E_LUMO (spin up / spin down) = -1.70 / -1.88 eV

Atom charges from the Mulliken analysis, given in e for atoms 1 to 8: -0.20 -0.28 0.39 0.24 -0.32 -0.23 -0.15 0.29

---

DFT (ωB97M-V/def2-TZVPD) results for a 3-piece molecular cluster, C27H62N4O6PSi4 overall.

Geometry (Å):
C: 6.465 -3.420 2.669
C: 5.585 -3.933 2.038
C: 4.519 -4.686 1.342
C: 4.565 -4.402 -0.180
C: 3.219 -4.885 -0.851
C: 2.721 -3.760 -1.729
N: 2.996 -3.845 -3.012
N: 2.589 -2.865 -3.783
C: 2.912 -3.061 -5.243
O: 3.141 -4.417 -5.464
O: 4.234 -4.505 -6.364
C: 1.955 -1.747 -3.450
C: 1.585 -0.649 -4.419
C: 2.356 0.696 -4.202
C: 3.715 0.564 -3.495
N: 4.416 1.854 -3.522
C: 1.616 -1.595 -2.056
C: 0.866 -0.393 -1.559
C: -0.633 -0.387 -1.998
O: -0.922 0.772 -2.780
C: 1.997 -2.638 -1.216
P: 1.587 -2.690 0.641
N: 2.662 -1.560 1.391
O: 0.061 -2.040 0.734
H: 7.092 -3.030 3.444
H: 3.580 -4.353 1.795
H: 4.668 -5.758 1.500
H: 5.402 -4.946 -0.621
H: 4.699 -3.328 -0.348
H: 3.447 -5.720 -1.516
H: 2.472 -5.114 -0.093
H: 2.037 -2.791 -5.839
H: 3.792 -2.474 -5.527
H: 4.485 -5.438 -6.279
H: 1.686 -0.919 -5.468
H: 0.520 -0.435 -4.263
H: 1.736 1.427 -3.677
H: 2.532 1.110 -5.202
H: 3.547 0.221 -2.466
H: 4.363 -0.153 -4.023
H: 4.540 2.248 -2.600
H: 3.949 2.522 -4.120
H: 1.297 0.545 -1.917
H: 0.987 -0.371 -0.476
H: -1.306 -0.361 -1.133
H: -0.850 -1.274 -2.598
H: -0.874 1.542 -2.202
H: 3.525 -1.458 0.866
H: 2.244 -0.654 1.592
H: 0.004 -1.425 1.483
O: -6.159 -0.395 0.289
Si: -7.477 -1.378 0.483
C: -8.174 -1.192 2.210
C: -6.989 -3.168 0.222
C: -8.817 -0.950 -0.742
Si: -4.671 -0.167 0.949
C: -3.767 1.228 0.095
C: -3.638 -1.723 0.775
C: -4.821 0.255 2.767
H: -7.469 -1.559 2.960
H: -9.101 -1.759 2.312
H: -8.387 -0.143 2.430
H: -6.503 -3.299 -0.747
H: -7.870 -3.812 0.253
H: -6.297 -3.504 0.998
H: -8.468 -1.070 -1.770
H: -9.155 0.080 -0.613
H: -9.675 -1.610 -0.597
H: -3.627 1.014 -0.969
H: -2.781 1.364 0.549
H: -4.315 2.167 0.187
H: -4.058 -2.539 1.366
H: -2.617 -1.548 1.121
H: -3.596 -2.045 -0.269
H: -5.230 -0.586 3.330
H: -5.476 1.116 2.913
H: -3.841 0.496 3.185
O: 0.873 4.063 3.387
Si: 1.398 5.623 3.601
C: 0.336 6.801 2.606
C: 3.174 5.787 3.029
C: 1.308 6.119 5.395
Si: 0.666 2.980 2.176
C: -0.006 1.358 2.826
C: 2.304 2.627 1.328
C: -0.536 3.637 0.900
H: 0.460 6.633 1.534
H: 0.610 7.835 2.821
H: -0.721 6.669 2.850
H: 3.811 5.055 3.531
H: 3.555 6.785 3.255
H: 3.257 5.630 1.952
H: 1.935 5.475 6.016
H: 0.284 6.063 5.770
H: 1.657 7.146 5.512
H: 0.676 0.909 3.552
H: -0.139 0.655 1.996
H: -0.975 1.497 3.309
H: 2.676 3.515 0.813
H: 2.190 1.830 0.586
H: 3.057 2.314 2.055
H: -0.129 4.516 0.396
H: -1.481 3.918 1.369
H: -0.743 2.876 0.143

Calculated values
Energy above the lowest of the compared OMol25 structures with the same formula, charge and spin = 0.0 kcal per mole
Net charge = +1
E_LUMO = -4.11 eV

Atom charges from the Mulliken analysis, given in e for atoms 1 to 8: 0.06 -0.87 -0.29 -0.69 -1.26 -0.22 -1.22 0.97

---

DFT (ωB97M-V/def2-TZVPD) results for CHFeO2 as an isolated structure.

Geometry (Å):
H: 0.241 -0.779 -1.395
O: 0.869 -0.699 -0.624
C: 0.389 0.165 0.263
O: -0.535 0.932 -0.103
Fe: -0.965 0.382 1.859

Calculated values
E_LUMO (spin up / spin down) = 0.35 / -0.83 eV
Multiplicity = 6

Taken from the Mulliken analysis, the atomic charges in e are: 0.29 -0.34 0.35 -0.48 0.18

---

Number 1: total energy -360.4833 a.u.. Number 2: total energy -1987.9361 a.u.. Number 3: total energy -3235.6694 a.u.. Number 4: total energy -1452.7652 a.u..